{"formula": "C3H9N3O", "method": "wB97M-V/def2-TZVPD", "elements": ["C", "C", "C", "N", "N", "N", "O", "H", "H", "H", "H", "H", "H", "H", "H", "H"], "positions_angstrom": [[-1.2269, -0.8413, -0.5839], [0.8683, 0.0496, -0.3051], [-0.5265, 0.2011, 0.0573], [1.6205, 1.2426, -0.4419], [1.7502, -0.9123, 0.3453], [-1.0723, 1.3042, 0.6762], [-2.3881, -1.3882, -0.0139], [-2.2662, -1.4257, 0.9428], [1.1790, 1.9365, -1.0296], [2.5716, 1.0545, -0.7272], [1.3268, -1.8315, 0.3666], [1.9188, -0.6121, 1.3032], [-2.0759, 1.3611, 0.7480], [-0.5441, 1.7228, 1.4301], [-1.3746, -0.8528, -1.6600], [0.2393, -1.0084, -1.1077]], "atomic_forces_ev_per_a": [[-0.6, 0.2, 0.6], [-0.7, -0.9, -0.4], [-0.1, -0.1, -0.8], [-0.1, 0.0, -0.3], [-0.1, 0.0, 0.2], [0.2, -0.2, 0.4], [0.0, 0.3, 0.1], [0.0, -0.1, -0.1], [0.0, 0.0, 0.0], [-0.1, 0.0, 0.0], [0.0, 0.1, 0.0], [0.0, -0.1, 0.0], [0.1, 0.0, 0.0], [-0.2, 0.0, 0.0], [0.3, 0.0, 0.1], [1.2, 0.8, 0.3]], "lowdin_charge": [-0.235, -0.471, -0.340, 0.073, 0.026, 0.120, -0.039, 0.086, 0.083, 0.078, 0.067, 0.070, 0.096, 0.093, 0.110, 0.182], "total_charge": 0, "fmax_ev_per_a": 1.42, "e_above_lowest_kj_mol": 413.7, "total_energy_ha": -359.0869}

=====

{"formula": "C3H9N3O", "method": "wB97M-V/def2-TZVPD", "elements": ["H", "N", "C", "N", "O", "N", "C", "C", "H", "H", "H", "H", "H", "H", "H", "H"], "positions_angstrom": [[0.2841, 2.5649, 0.5195], [0.6101, 1.6109, 0.5500], [-0.1345, 0.7028, 0.0280], [-1.4256, 0.5591, -0.0213], [-2.0587, -0.6396, -0.3612], [0.5639, -0.4761, -0.2895], [2.0087, -0.1749, -0.7328], [0.4341, -1.4108, 0.8784], [-2.0300, 1.4426, -0.0425], [-2.1712, -0.5573, -1.2955], [1.9525, 0.7330, -1.4022], [2.5815, -1.0358, -1.1250], [2.4787, 0.2504, 0.1376], [-0.6046, -1.5921, 1.1925], [0.8640, -2.3245, 0.4477], [1.0259, -0.9239, 1.7416]], "atomic_forces_ev_per_a": [[-0.6, 0.2, 0.5], [-0.3, 1.2, -1.2], [4.7, -1.0, 1.1], [-4.9, 2.5, -0.1], [0.3, 1.0, 0.7], [0.5, -0.8, -0.6], [-1.7, 0.9, 0.7], [1.5, 0.8, -0.5], [1.0, -2.1, 0.3], [-0.1, -0.4, -1.3], [0.1, -1.5, 0.2], [-0.8, 0.3, 0.1], [0.7, -0.1, 0.4], [0.5, 0.2, -0.4], [0.0, -0.1, 1.0], [-0.7, -1.2, -1.0]], "lowdin_charge": [0.033, 0.124, -0.586, -0.008, 0.003, -0.189, -0.068, -0.066, 0.193, 0.092, 0.090, 0.079, 0.044, 0.072, 0.079, 0.109], "total_charge": 0, "fmax_ev_per_a": 5.52, "e_above_lowest_kj_mol": 402.5, "smiles": "[H]/N=C(\\NO)N(C)C", "total_energy_ha": -359.0911}

=====

{"formula": "C3H9N3O", "method": "wB97M-V/def2-TZVPD", "elements": ["H", "N", "C", "N", "H", "H", "H", "C", "N", "C", "O", "H", "H", "H", "H", "H"], "positions_angstrom": [[-1.3503, -2.8792, 1.5604], [-1.0137, -2.1773, 0.9069], [-1.4889, -2.4450, -0.2430], [-1.4442, -1.5573, -1.2841], [-1.9312, -3.4095, -0.5098], [-1.8568, -1.8461, -2.1542], [-0.6248, -0.9632, -1.3865], [1.9963, 2.0316, 0.8811], [0.6086, 1.9736, 0.4791], [0.1393, 1.0466, -0.3822], [0.8396, 0.3360, -1.0810], [2.2999, 1.0832, 1.3215], [2.1464, 2.8315, 1.6011], [2.6499, 2.2183, 0.0252], [-0.0094, 2.7366, 0.6923], [-0.9609, 1.0203, -0.4270]], "atomic_forces_ev_per_a": [[0.6, -0.2, 0.0], [-0.6, 0.1, 0.0], [0.2, 0.1, -0.1], [0.2, -0.1, -0.5], [-0.5, 0.1, 0.2], [0.2, -0.2, 0.0], [0.0, 0.0, 0.2], [0.4, 0.1, -0.5], [-0.2, -0.1, 0.1], [0.1, 0.5, -0.4], [-0.1, -0.3, 0.4], [-0.1, 0.0, 0.0], [-0.1, 0.0, 0.1], [0.0, 0.0, 0.0], [0.0, -0.1, 0.3], [0.0, 0.0, 0.0]], "lowdin_charge": [0.024, 0.049, -0.395, 0.069, 0.109, 0.080, 0.041, -0.080, -0.029, -0.375, 0.000, 0.090, 0.081, 0.084, 0.126, 0.128], "total_charge": 0, "fmax_ev_per_a": 0.65, "e_above_lowest_kj_mol": 85.6, "smiles": "[H]/N=C/N.CNC=O", "total_energy_ha": -359.2118}

=====

{"formula": "C3H9N3O", "method": "wB97M-V/def2-TZVPD", "elements": ["N", "C", "N", "C", "O", "C", "N", "H", "H", "H", "H", "H", "H", "H", "H", "H"], "positions_angstrom": [[-0.2341, -1.1855, 2.3409], [-0.7961, -0.0107, 1.7764], [-0.8541, 0.0219, 0.2986], [0.3523, 0.0918, -0.3608], [1.4036, 0.2655, 0.2146], [0.2366, 0.1166, -1.9006], [0.9890, 1.2170, -2.4889], [0.7404, -1.2398, 2.5654], [-0.7296, -2.0545, 2.3627], [-0.2596, 0.8726, 2.0879], [-1.8579, -0.0185, 2.0425], [-1.4459, -0.6609, -0.1588], [-0.8022, 0.2208, -2.1478], [0.6653, -0.8277, -2.2330], [1.9746, 1.1174, -2.2939], [0.6177, 2.0738, -2.1052]], "atomic_forces_ev_per_a": [[0.5, 0.0, 0.7], [-1.0, -1.4, -0.8], [0.8, -0.2, -0.1], [-0.3, 0.6, -0.3], [0.3, 0.1, 0.0], [1.1, 0.0, 0.9], [-0.6, -0.5, -0.3], [0.1, 0.1, -0.3], [-0.2, 0.1, -0.1], [-0.1, 0.2, 0.2], [0.2, 0.6, 0.3], [-0.5, 0.3, 0.3], [-0.5, -0.2, -0.4], [-0.2, -0.1, -0.4], [0.0, 0.2, 0.3], [0.4, 0.3, 0.0]], "lowdin_charge": [0.021, -0.272, 0.042, -0.500, 0.057, -0.204, 0.010, 0.069, 0.066, 0.119, 0.114, 0.126, 0.098, 0.118, 0.067, 0.070], "total_charge": 0, "fmax_ev_per_a": 1.88, "e_above_lowest_kj_mol": 69.6, "smiles": "NCNC(=O)CN", "total_energy_ha": -359.2179}